Below is a 2-piece molecular cluster, C4H9P overall at a distorted geometry, with properties calculated with ωB97M-V/def2-TZVPD.

Output
E_HOMO   -9.688 eV
F_max   4.141 eV/A
Structure (SMILES)   C=CC.C=P
Energy above the lowest of the compared OMol25 structures with the same formula, charge and spin   162.8 kJ/mol
E   -499.0416 Ha

Geometry as XYZ:
```
14
Properties=species:S:1:pos:R:3:forces:R:3
C 1.1930 -1.3416 -0.2618 3.76 1.73 0.11
H 1.4054 -0.4092 1.6885 -0.14 0.24 2.06
H 1.5720 -2.1813 0.3037 -0.11 -0.89 -0.76
P -3.0777 -0.6256 -0.0247 0.94 0.04 -0.02
C 1.7777 0.9637 0.0967 0.42 0.79 2.26
H 0.1822 -1.3402 -0.4161 -2.66 -0.65 -0.56
H 1.9945 1.8331 0.6784 0.07 0.60 0.34
H 1.9258 1.0772 -0.9324 -0.06 -0.11 -1.45
H -2.5129 1.8150 -0.2269 -0.42 -1.04 -0.30
H -4.3474 -0.2158 -0.5180 0.16 0.50 0.10
H -1.1895 0.9082 0.2211 2.81 -0.76 0.90
C -2.1627 0.7703 -0.0476 -3.48 1.26 -0.68
H 1.7561 -1.0783 -1.2455 -1.03 -1.12 1.64
C 1.4835 -0.1756 0.6847 -0.26 -0.59 -3.63
```
Forces are in eV/Å.

Atomic partial charges in e from the Mulliken method, atoms 1 to 5: C -0.718; H 0.388; H 0.288; P -0.115; C -0.843